# 1
50
Properties=species:S:1:pos:R:3:forces:R:3:mulliken_charge:R:1 method="wB97M-V/def2-TZVPD" e_homo_ev=-9.30 max_force_ev_per_a=1.99 gap_ev=9.38 e_above_lowest_ev=2.987 multiplicity=1
C -0.52183 1.88746 3.67259 0.5 -0.3 -1.0 -1.06
N -0.43709 1.19803 2.36478 -0.6 0.4 0.5 -0.26
C -1.47611 1.55226 1.37467 1.4 0.6 -0.7 -0.44
C -3.14059 0.39223 -0.05278 -0.6 0.9 0.3 -1.02
C -2.16219 0.34677 0.84635 -1.7 -0.7 -0.8 0.42
H -0.59045 2.96412 3.51393 0.1 0.0 0.0 0.37
H 0.44060 1.64241 4.12401 -0.3 0.3 0.7 0.36
H -1.38125 1.57704 4.25980 0.0 -0.1 0.3 0.33
H -0.51879 0.20377 2.53967 0.0 -0.1 0.1 0.31
H -2.15756 2.37614 1.61380 -0.3 -0.5 1.0 0.43
H -0.94173 2.08096 0.56709 0.0 -0.5 -0.3 0.11
H -3.71560 -0.44954 -0.41422 0.3 -0.3 0.1 0.28
H -3.55863 1.34922 -0.35626 0.3 0.0 -0.3 0.27
H -1.99441 -0.66406 1.20442 0.9 0.3 0.3 -0.03
H -1.46089 -2.11972 3.26228 -0.3 0.0 -0.1 0.32
H -0.14138 -2.33980 3.92236 0.0 0.1 0.3 0.30
O -0.95756 -1.83927 4.02933 0.2 0.0 -0.1 -0.63
H 3.44844 0.20091 -0.07367 -0.4 1.0 0.3 0.32
H 4.34831 -0.47584 -0.93196 0.6 -0.1 -0.8 0.34
O 3.99418 0.41365 -0.84942 -0.1 -0.8 1.0 -0.68
H 1.67478 3.66280 -1.13870 0.3 -0.2 0.2 0.29
H 1.96041 2.72225 -2.36002 -0.3 -0.2 0.2 0.50
O 1.68393 3.62012 -2.09534 0.0 0.5 -0.1 -0.77
H -1.05470 -5.03191 0.30393 0.0 0.2 1.0 0.34
H -2.06440 -3.81032 0.40520 0.5 -0.2 0.4 0.31
O -1.77545 -4.56573 -0.11125 -1.1 -0.5 -0.9 -0.67
H -0.79001 3.57258 -3.54570 0.3 0.3 -0.1 0.31
H -0.09197 3.57884 -2.15368 0.0 0.2 -0.8 0.43
O -0.96221 3.57677 -2.60351 -0.5 -0.5 0.6 -0.73
H 2.56598 2.07047 1.40627 -0.2 0.2 0.1 0.29
H 1.42845 1.14798 2.00041 -0.1 0.5 -0.3 0.31
O 2.33549 1.16544 1.61632 0.2 -0.6 -0.1 -0.69
H 0.87985 -0.19015 0.49674 0.2 0.2 0.1 0.12
H 0.53508 -1.28717 -0.50239 -0.1 0.6 0.3 0.43
O 0.59287 -1.10664 0.46284 0.1 -0.5 0.0 -0.35
H 0.15779 -1.94530 -2.26574 -0.4 0.3 -0.4 0.36
H -0.24524 -0.32770 -2.52928 -0.1 -0.9 -0.3 0.37
O 0.38585 -1.00133 -2.17708 0.5 0.2 0.3 -0.82
H 2.91531 1.05225 -2.05514 -0.2 -0.3 -0.5 0.42
H 1.70806 0.19572 -2.38211 -0.1 0.3 -0.3 0.39
O 2.14306 1.02907 -2.66662 0.4 -0.2 0.5 -0.73
H 0.25648 0.89827 -4.10230 0.3 0.3 0.1 0.34
H -0.72378 1.63135 -3.12392 0.1 0.2 -0.2 0.38
O -0.63159 0.88288 -3.73768 -0.6 -0.2 0.2 -0.74
H 0.80969 -3.16947 1.98161 0.2 0.1 -0.1 0.26
H 0.31885 -3.23851 0.56704 0.0 0.4 0.1 0.41
O 0.36936 -3.76403 1.37048 -0.1 -0.4 0.2 -0.71
H -0.12444 -4.30301 -1.32496 -0.3 -0.1 0.0 0.29
H -1.09116 -3.75762 -2.38506 -0.2 -0.2 0.2 0.31
O -0.24182 -3.60465 -1.96711 0.8 0.5 -0.9 -0.67

# 2
17
Properties=species:S:1:pos:R:3:forces:R:3:mulliken_charge:R:1 method="wB97M-V/def2-TZVPD" smiles="N[C@@H]1C=NN2C[C@H]2C1" e_homo_ev=-9.03 max_force_ev_per_a=4.42 gap_ev=9.98 e_above_lowest_ev=6.515 multiplicity=1
N 2.43571 -0.08342 -0.05807 2.9 2.5 1.3 -0.54
C 1.08327 0.21179 -0.33438 -1.5 -1.6 -0.9 0.15
C 0.42965 1.51733 0.10905 -2.4 1.5 0.1 -0.25
N -0.85633 1.69116 -0.06191 -0.2 -1.3 -0.1 -0.61
N -1.44010 0.43962 -0.53383 3.2 2.5 -1.5 0.01
C -2.45890 -0.31434 -0.01443 -2.0 -2.3 -1.4 -0.15
C -1.03286 -0.65307 0.24354 1.1 -0.8 2.1 -0.39
C 0.36877 -1.21785 -0.15675 -0.2 -0.1 -0.2 -0.68
H 2.58686 -0.67572 0.92911 -0.4 2.9 -3.3 0.28
H 2.95000 0.94608 -0.19085 -0.8 -4.0 1.3 0.30
H 0.73083 0.25877 -1.40209 1.4 0.4 0.0 0.27
H 0.82845 2.57936 0.34768 0.4 -2.3 -0.2 0.29
H -3.02484 0.13246 0.70557 -1.1 0.9 2.9 0.32
H -3.18194 -0.92171 -0.57896 0.8 0.4 -0.9 0.17
H -0.94367 -0.34172 1.34163 0.6 -0.4 -1.3 0.18
H 0.79140 -1.64416 0.76736 -0.2 -0.3 -0.4 0.39
H 0.73369 -1.92457 -1.11269 -1.6 2.0 2.5 0.24

# 3
68
Properties=species:S:1:pos:R:3:forces:R:3:mulliken_charge:R:1 method="wB97M-V/def2-TZVPD" smiles="CCOCCNC(=O)OF.CO.CO.CO.CO.CO.CO.CO.CO" e_homo_ev=-9.72 max_force_ev_per_a=2.27 gap_ev=9.26 multiplicity=1
C 2.76338 -2.32799 0.74381 -0.6 0.8 0.0 -1.11
C 2.71538 -0.81890 0.55934 0.6 -0.5 0.0 -0.37
O 1.72875 -0.51052 -0.40715 -0.1 0.1 -0.1 -0.32
C 0.90986 0.59160 -0.08189 -0.4 0.0 -0.3 -0.70
C -0.01609 0.37333 1.10804 0.4 0.4 -0.1 -0.09
N -1.42341 0.21783 0.68643 -0.6 -0.4 0.1 -0.25
C -1.81091 -1.13359 0.62148 0.0 -1.6 1.5 0.40
O -1.78058 -1.96975 1.50075 0.1 1.5 -1.7 -0.48
O -2.31051 -1.46875 -0.66028 0.9 0.1 -0.2 -0.15
F -1.53225 -2.60245 -1.06136 -0.6 0.1 0.3 -0.15
H 2.54470 -2.77001 -0.21580 0.2 -0.3 -0.2 0.18
H 3.71818 -2.65902 1.11967 0.2 -0.2 0.1 0.45
H 1.96914 -2.61575 1.42182 -0.1 -0.3 0.2 0.26
H 2.52206 -0.31784 1.50346 -0.1 0.2 0.2 0.33
H 3.69174 -0.47568 0.21962 0.1 0.3 -0.2 0.37
H 1.47324 1.51448 0.03619 0.4 0.1 0.2 0.44
H 0.27069 0.74377 -0.94215 -0.1 0.1 -0.3 0.28
H 0.32769 -0.45277 1.72309 -0.1 -0.3 0.1 0.58
H 0.01795 1.25169 1.73686 -0.2 0.2 0.1 0.05
H -2.00239 0.65427 1.39083 -0.1 0.1 0.1 0.35
C -0.16067 4.18348 3.79305 0.2 -0.1 -0.1 -0.67
O 0.08144 2.86063 3.30796 -0.1 0.1 0.1 -0.45
H -1.23396 4.34453 3.77761 0.0 0.0 0.0 0.22
H 0.19406 4.29325 4.81835 -0.1 0.1 0.0 0.30
H 0.32186 4.92639 3.15214 0.0 0.0 0.0 0.29
H 1.02999 2.71421 3.32727 0.1 0.0 0.0 0.23
C 2.28870 0.98709 -4.15034 0.0 0.0 0.2 -0.52
O 2.31555 1.65701 -2.89400 0.0 0.0 -0.1 -0.45
H 2.19386 1.74482 -4.92429 0.0 0.0 0.0 0.17
H 3.21128 0.42598 -4.31961 0.0 0.0 -0.1 0.27
H 1.43647 0.30571 -4.21753 0.0 0.0 -0.1 0.27
H 2.39388 0.98288 -2.20942 -0.1 0.0 0.1 0.24
C -1.54216 -4.72635 -4.38953 -0.1 0.2 0.1 -0.49
O -2.02468 -3.41426 -4.13047 0.0 -0.2 -0.1 -0.48
H -1.51429 -4.85682 -5.46824 0.0 0.0 0.0 0.23
H -0.53208 -4.86379 -3.99259 0.0 -0.1 0.0 0.20
H -2.20255 -5.48548 -3.96086 0.0 0.0 0.0 0.25
H -2.04813 -3.29599 -3.17779 0.0 0.1 0.1 0.29
C 1.38884 4.74575 -5.26844 0.0 0.0 0.2 -0.51
O 1.35638 5.38476 -3.99709 -0.1 -0.1 -0.1 -0.49
H 1.34283 5.52449 -6.02502 0.0 0.0 0.0 0.27
H 2.31421 4.17908 -5.40137 0.0 0.0 -0.1 0.20
H 0.53418 4.07615 -5.39941 0.0 0.0 -0.1 0.24
H 1.40502 4.69420 -3.33023 0.1 -0.1 0.1 0.26
C -0.31391 4.99992 -0.65480 0.0 -0.2 -0.2 -0.49
O -0.40010 3.58210 -0.55730 0.0 0.0 0.2 -0.36
H -0.02136 5.38658 0.31792 0.0 -0.1 0.1 0.15
H 0.44171 5.28411 -1.38987 0.0 0.2 0.0 0.16
H -1.27726 5.43358 -0.93357 0.0 0.1 0.0 0.31
H -0.66291 3.23787 -1.41404 0.0 -0.1 -0.1 0.25
C -4.13493 -3.92061 2.39434 -0.2 -0.3 -0.1 -0.44
O -4.74529 -5.20256 2.54457 0.1 0.1 0.2 -0.54
H -3.67657 -3.66037 3.34421 0.0 0.0 0.0 0.24
H -3.36269 -3.93955 1.62657 0.0 0.1 0.0 0.20
H -4.88331 -3.16262 2.14304 0.1 0.1 0.0 0.26
H -5.14545 -5.43665 1.70519 0.0 -0.1 -0.1 0.29
C -2.78926 2.49248 5.95943 0.0 0.1 0.1 -0.47
O -1.98598 3.55145 6.47319 0.0 -0.1 -0.1 -0.48
H -2.22591 2.02265 5.15688 0.0 0.0 0.0 0.11
H -2.99899 1.74469 6.72824 0.0 0.0 0.0 0.30
H -3.73291 2.87011 5.55632 0.0 -0.1 0.0 0.28
H -2.47085 3.97489 7.18453 0.0 0.0 0.1 0.28
C 2.99160 -6.01517 -0.71527 0.0 0.0 0.2 -0.53
O 2.97977 -5.33383 0.53509 0.0 -0.1 -0.2 -0.45
H 2.83937 -5.26935 -1.49161 0.0 0.0 0.0 0.19
H 3.94962 -6.51237 -0.88855 0.0 0.0 -0.1 0.27
H 2.18675 -6.75250 -0.77358 0.0 0.0 -0.1 0.27
H 3.11215 -5.98652 1.22614 0.0 0.0 0.1 0.27